Computed, not measured: a molecular structure, C26H42KO21 in a non-equilibrium geometry, with ωB97M-V/def2-TZVPD.

Geometry as XYZ:
```
90
Properties=species:S:1:pos:R:3:forces:R:3
K -0.81560 1.19553 0.00472 -0.4 0.6 -0.2
C 3.78936 4.69320 2.84228 -1.1 -0.9 1.8
C 2.82187 3.63314 2.47286 1.4 -0.3 -0.4
C 1.76416 3.31972 3.46317 0.6 0.3 1.1
O 0.61053 3.36293 2.72816 -2.2 -0.9 2.3
C 0.80444 3.86767 1.56977 -1.9 -0.2 -4.0
O -0.10714 3.98701 0.77297 1.8 0.6 0.8
O 2.12391 4.02382 1.34704 -1.6 1.3 -1.8
H 3.29302 5.46225 3.43406 0.1 0.5 -0.7
H 4.24918 4.95070 1.93483 1.2 1.0 -0.7
H 4.37786 4.17330 3.56970 1.4 0.1 0.3
H 3.37074 2.75259 2.10604 0.1 -0.2 0.6
H 1.66552 3.94853 4.32392 0.2 1.1 0.3
H 1.92558 2.39202 3.88811 0.0 -2.4 0.6
C -4.48027 -1.73898 -4.23601 1.6 -0.3 0.4
C -4.15582 -1.68459 -2.73348 -2.6 -4.9 -0.4
C -2.76982 -2.05534 -2.11156 -0.4 -2.1 -3.0
O -2.26475 -0.79507 -2.01745 2.8 1.3 1.1
C -3.21405 0.09122 -2.04814 1.8 8.6 0.7
O -3.01077 1.34274 -1.87661 -0.4 -4.9 -0.2
O -4.35167 -0.37467 -2.38026 -1.6 0.6 0.6
H -5.40648 -1.28674 -4.33859 -1.9 1.4 0.1
H -4.69574 -2.66910 -4.73607 0.9 -0.8 0.2
H -3.77695 -1.11196 -4.77367 0.3 -0.2 -0.4
H -4.96838 -2.29762 -2.21642 1.0 0.7 -0.5
H -2.08078 -2.62693 -2.82791 -1.2 0.5 1.0
H -2.82701 -2.56461 -1.15469 -0.1 0.1 0.2
C 5.04376 -1.33958 1.34456 2.5 2.5 1.9
C 4.31217 -0.00149 1.53945 -0.1 -2.6 -3.3
C 3.85839 0.50152 0.17985 0.8 1.4 -0.3
O 2.44823 0.77283 0.34541 1.4 0.3 -2.5
C 2.06684 0.34870 1.50664 -3.6 1.2 1.9
O 0.90585 0.55813 1.90676 3.5 -1.2 -0.4
O 3.08591 -0.17948 2.15997 -1.3 -1.0 2.8
H 5.40004 -1.51475 2.34006 0.4 -0.8 0.7
H 5.99733 -1.25857 0.76698 -1.0 0.2 0.0
H 4.48975 -2.15777 1.07542 -1.7 -1.7 -1.1
H 4.93094 0.67439 2.05669 0.5 1.0 0.8
H 4.14385 -0.10029 -0.70344 -0.8 -0.1 0.6
H 4.38768 1.43213 0.08638 -0.2 0.8 -0.8
C 1.18501 -1.46705 -1.46217 0.6 1.6 -1.4
C 1.78485 -1.72490 -2.82659 2.7 -0.2 0.6
C 2.34149 -3.15957 -3.02525 2.8 0.1 0.5
O 1.69842 -3.60660 -4.17470 2.4 -3.6 0.8
C 0.79011 -2.79173 -4.48050 -4.9 -2.7 -6.3
O -0.07101 -3.02579 -5.32666 1.0 0.4 1.3
O 0.90209 -1.70537 -3.90225 -0.9 6.7 2.6
H 0.90736 -0.42983 -1.24019 -0.4 -0.2 -0.8
H 1.99569 -1.55726 -0.79762 1.0 -0.9 1.2
H 0.41269 -2.14594 -1.31368 -1.5 -1.1 0.8
H 2.68455 -1.07558 -2.94147 -1.1 0.3 -0.5
H 2.07225 -3.77940 -2.18529 0.1 -0.5 0.3
H 3.47918 -3.23206 -3.27092 -2.0 0.3 0.9
C -0.81531 -5.28651 2.94804 -0.6 -0.2 -1.2
C -1.63163 -4.55838 1.86709 -0.2 -0.8 -1.6
C -3.06429 -3.89080 2.20418 2.9 -1.7 2.9
O -2.98504 -2.60798 1.77081 0.0 1.8 -2.8
C -1.76127 -2.39207 1.36811 3.3 6.0 -0.8
O -1.35008 -1.23912 1.05089 -1.6 -3.8 0.4
O -0.92398 -3.40959 1.48467 0.2 2.0 0.1
H 0.14536 -5.68931 2.61154 0.0 0.7 -0.4
H -1.32856 -6.18977 3.15343 -0.8 -0.9 0.7
H -0.67615 -4.70250 3.83878 -0.1 0.3 0.3
H -1.56616 -5.03420 0.82981 -1.0 -0.8 1.8
H -3.08879 -3.63070 3.24056 -0.3 -1.5 1.5
H -3.92855 -4.35989 1.91309 -1.8 -1.3 -1.0
C -2.43886 2.36602 4.44149 1.5 1.2 1.5
O -3.40263 1.39383 4.01036 -0.1 -0.3 -1.6
C -3.54376 1.16022 2.70187 3.5 2.1 -5.8
O -2.79686 1.69853 1.61635 -4.3 -2.8 7.1
O -4.51136 0.27026 2.45673 1.1 0.7 1.4
C -4.82620 -0.00699 1.10775 0.1 3.5 -0.6
H -2.58566 3.32385 3.95632 -0.5 0.1 -0.3
H -1.35988 2.12772 4.14820 -1.6 -0.3 0.7
H -2.58593 2.59400 5.60505 0.3 -1.1 -2.7
H -5.38639 -0.83140 1.00804 -2.0 -3.4 0.7
H -3.97820 -0.16066 0.49439 1.1 0.4 -0.4
H -5.50087 0.78763 0.72486 0.9 -0.1 0.0
C -0.30092 1.46839 -4.09983 -2.0 2.1 -1.6
O 0.66741 2.54430 -4.23122 1.8 2.3 2.1
C 1.06553 3.21521 -3.05298 -4.9 -4.5 6.1
O 0.43751 2.81712 -1.77315 3.9 2.1 -7.7
O 2.00922 4.11782 -3.05460 -2.8 -2.2 -5.4
C 2.51583 4.58016 -1.91022 3.4 -0.3 3.0
H -0.68305 1.03220 -5.05497 1.1 1.1 0.1
H -1.18840 1.79652 -3.59566 -0.3 0.6 0.5
H 0.05986 0.69214 -3.57868 1.8 -2.6 2.0
H 3.20968 3.75706 -1.54432 -0.9 0.9 0.3
H 1.76736 4.81645 -1.19576 -0.5 0.2 0.7
H 3.20669 5.40499 -2.12527 -0.6 0.0 -0.2
```
Forces are in eV/Å.

Energy above the lowest of the compared OMol25 structures with the same formula, charge and spin in kJ/mol: 197.1
Total energy in a.u.: -3195.549362
Gap between HOMO and LUMO in eV: 10.0
Net charge: +1
E_HOMO in eV: -11.99

Here are the Löwdin charges for atoms 1 to 6, given in e: K 0.826; C 0.013; C -0.364; C -0.100; O 0.113; C -0.572